The following is a DFT calculation (ωB97M-V/def2-TZVPD) of a molecular structure, C36H17AlBF8N8O2.

Atoms and positions in Å:
Al  0.571  1.614  1.022
N  2.463  2.297  1.512
C  3.088  1.524  2.564
C  4.315  0.929  2.332
C  4.892  0.130  3.309
C  4.229  -0.052  4.514
C  2.998  0.551  4.727
C  2.387  1.351  3.759
C  1.011  1.895  3.972
C  0.654  2.297  5.258
C  -0.645  2.683  5.543
C  -1.596  2.651  4.535
C  -1.224  2.271  3.254
C  0.084  1.901  2.908
H  2.180  3.215  1.865
H  3.105  2.462  0.741
H  4.828  1.097  1.391
H  5.852  -0.334  3.130
H  4.668  -0.670  5.286
H  2.473  0.375  5.657
H  1.397  2.322  6.045
H  -0.909  3.008  6.540
H  -2.617  2.943  4.745
H  -1.993  2.299  2.487
O  -3.778  -3.985  -1.698
N  -3.255  -2.939  -1.979
O  -3.410  -2.326  -3.025
C  -2.374  -2.304  -0.979
C  -1.592  -3.119  -0.252
C  -0.589  -2.561  0.610
C  0.291  -3.343  1.382
C  1.249  -2.716  2.129
C  1.361  -1.318  2.073
N  0.553  -0.566  1.344
C  -0.433  -1.181  0.650
C  -1.354  -0.327  -0.062
N  -1.190  1.009  0.108
C  -2.039  1.838  -0.472
C  -3.101  1.375  -1.260
C  -3.246  0.035  -1.484
C  -2.341  -0.867  -0.880
H  -1.699  -4.191  -0.347
H  0.205  -4.422  1.375
H  1.944  -3.275  2.738
H  2.141  -0.811  2.624
H  -1.874  2.893  -0.301
H  -3.783  2.089  -1.699
H  -4.043  -0.333  -2.113
F  -0.329  0.902  -3.269
C  -0.362  -0.272  -3.899
C  -1.244  -0.452  -4.884
F  -2.063  0.532  -5.193
C  -1.354  -1.713  -5.620
C  -0.407  -2.744  -5.186
C  0.467  -2.555  -4.191
F  1.292  -3.536  -3.854
C  0.549  -1.310  -3.447
C  1.379  -1.152  -2.383
C  1.354  0.025  -1.553
N  1.409  0.887  -0.802
C  2.177  -2.196  -1.794
N  2.758  -2.999  -1.215
F  -0.423  -3.906  -5.802
C  -2.252  -1.909  -6.603
C  -3.181  -0.897  -7.045
N  -3.919  -0.122  -7.458
C  -2.399  -3.152  -7.318
N  -2.588  -4.122  -7.901
F  0.287  3.210  0.286
B  -0.209  4.878  0.846
F  0.037  5.535  -0.291
F  -1.497  4.632  1.144
F  0.666  5.022  1.856

**Max |F|**: 0.0183 hartree/bohr
**Frontier orbital gap**: 4.67 eV
**Lowest unoccupied orbital energy**: -6.218 eV
**2S+1**: 1
**Total charge**: +1
**HOMO**: -10.9 eV

Here are the Löwdin charges for atoms 1 to 6, given in e:
1. Al 0.0925
2. N 0.1290
3. C -0.2381
4. C -0.0265
5. C -0.0697
6. C -0.0675

The following is a DFT calculation (ωB97M-V/def2-TZVPD) of a molecular structure, C17H52BO9V at a distorted geometry.

Atoms and positions in Å:
O  -1.348  -1.555  -4.005
V  -0.747  -1.960  -2.583
O  0.799  -2.427  -2.797
B  -0.484  0.043  -1.468
H  -0.455  1.113  -1.055
H  0.356  -0.171  -2.209
H  -0.336  -0.741  -0.631
H  -1.460  -0.146  -2.017
C  -0.743  2.584  -4.031
O  -1.607  2.507  -2.898
H  -0.794  3.582  -4.468
H  0.314  2.422  -3.800
H  -1.050  1.851  -4.782
H  -1.158  1.868  -2.317
C  -4.113  -2.125  -2.605
O  -3.041  -2.009  -1.675
H  -4.520  -3.140  -2.652
H  -4.924  -1.408  -2.460
H  -3.726  -1.933  -3.607
H  -3.451  -2.191  -0.821
C  0.596  -4.839  0.714
C  -0.715  -4.428  0.059
C  -1.868  -4.369  1.040
O  -0.562  -3.073  -0.463
H  0.411  -5.824  1.147
H  0.966  -4.123  1.442
H  1.345  -4.950  -0.072
H  -0.928  -5.034  -0.821
H  -2.227  -5.368  1.300
H  -2.663  -3.713  0.690
H  -1.556  -3.953  2.002
H  -0.375  -2.445  0.256
C  -3.650  1.098  0.635
C  -2.392  1.543  1.357
C  -2.654  1.794  2.833
O  -1.394  0.514  1.303
H  -3.849  0.051  0.871
H  -3.569  1.262  -0.443
H  -4.527  1.671  0.942
H  -2.012  2.465  0.904
H  -3.359  2.601  3.040
H  -1.723  2.039  3.348
H  -3.096  0.929  3.337
H  -1.286  0.351  0.346
C  1.808  -0.932  1.446
C  1.145  -1.507  2.699
C  1.280  -0.574  3.900
O  -0.234  -1.747  2.430
H  1.819  -1.722  0.692
H  2.817  -0.560  1.644
H  1.349  -0.033  1.024
H  1.618  -2.463  2.929
H  2.324  -0.424  4.171
H  0.725  -0.952  4.759
H  0.820  0.378  3.625
H  -0.669  -0.913  2.175
C  1.953  3.326  2.735
C  1.387  3.219  1.319
C  0.353  4.279  0.958
O  2.490  3.338  0.423
H  2.559  4.231  2.765
H  2.439  2.408  3.047
H  1.096  3.532  3.388
H  0.969  2.212  1.154
H  -0.449  4.295  1.703
H  -0.146  4.109  0.003
H  0.900  5.223  0.924
H  2.365  2.681  -0.291
C  3.694  0.483  -3.178
C  3.175  0.560  -1.741
C  4.329  0.788  -0.769
O  2.170  1.581  -1.686
H  2.929  0.669  -3.925
H  4.204  -0.477  -3.291
H  4.479  1.237  -3.275
H  2.651  -0.356  -1.436
H  4.954  -0.100  -0.666
H  4.051  1.064  0.249
H  4.923  1.622  -1.150
H  1.295  1.166  -1.634

**Max |F|**: 0.0623 hartree/bohr
**Frontier orbital gap**: 7.61 eV
**Lowest unoccupied orbital energy**: -1.660 eV
**2S+1**: 1
**ΔE to the lowest compared entry with this formula, charge and spin**: 15.44 kcal/mol
**HOMO**: -9.3 eV

Here are the Löwdin charges for atoms 1 to 6, given in e:
1. O -0.2874
2. V 0.9443
3. O -0.3064
4. B -0.4074
5. H 0.0584
6. H 0.0266

The following is a DFT calculation (ωB97M-V/def2-TZVPD) of a molecular structure, C30H55LaN10Si at a distorted geometry.

Atoms and positions in Å:
La  -0.257  0.575  0.884
C  3.002  2.445  1.655
C  3.457  1.468  0.569
N  2.369  1.072  -0.338
C  2.179  1.972  -1.483
C  1.352  3.204  -1.183
C  1.529  4.366  -1.928
C  0.749  5.474  -1.636
C  -0.149  5.403  -0.582
C  -0.265  4.208  0.118
C  -1.188  4.097  1.311
N  -0.616  3.216  2.332
C  0.554  3.814  2.986
C  1.481  2.739  3.558
N  1.996  1.823  2.527
N  0.446  3.125  -0.209
H  3.879  2.771  2.235
H  2.565  3.322  1.182
H  4.284  1.933  0.015
H  3.841  0.567  1.055
H  2.612  0.161  -0.723
H  3.143  2.299  -1.899
H  1.645  1.412  -2.259
H  2.260  4.406  -2.720
H  0.859  6.388  -2.201
H  -0.744  6.260  -0.309
H  -1.388  5.109  1.695
H  -2.141  3.666  0.978
H  -1.326  3.050  3.045
H  1.096  4.416  2.253
H  0.262  4.478  3.808
H  2.299  3.241  4.093
H  0.920  2.139  4.280
H  2.490  1.087  3.034
C  1.635  -1.882  3.210
N  2.198  -2.659  2.133
C  3.642  -2.789  2.050
C  1.425  -2.986  1.042
N  0.527  -2.137  0.602
C  -0.599  -2.605  -0.114
C  -1.231  -3.787  0.287
C  -2.390  -4.242  -0.312
C  -2.969  -3.503  -1.329
C  -2.377  -2.324  -1.731
C  -1.191  -1.856  -1.157
N  -0.706  -0.589  -1.565
C  -0.753  -0.283  -2.843
N  -0.859  1.034  -3.206
C  -1.850  1.898  -2.603
C  -0.333  1.520  -4.465
N  -0.567  -1.171  -3.860
C  -1.377  -1.165  -5.065
C  0.225  -2.365  -3.687
N  1.730  -4.189  0.485
C  1.491  -4.494  -0.903
C  2.092  -5.338  1.291
H  2.341  -1.869  4.039
H  0.711  -2.357  3.552
H  1.400  -0.841  2.932
H  4.081  -2.516  3.005
H  4.058  -2.133  1.279
H  3.944  -3.809  1.827
H  -0.808  -4.348  1.108
H  -2.842  -5.162  0.020
H  -3.879  -3.838  -1.801
H  -2.845  -1.730  -2.503
H  -2.742  1.956  -3.239
H  -1.447  2.906  -2.500
H  -2.137  1.513  -1.622
H  -1.110  1.676  -5.217
H  0.403  0.822  -4.855
H  0.155  2.482  -4.287
H  -2.137  -0.391  -5.015
H  -1.879  -2.132  -5.156
H  -0.766  -1.016  -5.959
H  0.986  -2.179  -2.931
H  0.721  -2.591  -4.633
H  -0.375  -3.232  -3.395
H  1.490  -3.573  -1.478
H  0.539  -5.010  -1.057
H  2.301  -5.130  -1.261
H  2.060  -5.091  2.349
H  3.087  -5.709  1.034
H  1.375  -6.141  1.100
C  -4.331  0.730  0.873
Si  -2.943  0.070  2.040
C  -3.160  1.001  3.723
C  -3.349  -1.788  2.333
H  -5.308  0.632  1.340
H  -4.363  0.166  -0.056
H  -4.205  1.780  0.619
H  -4.029  0.622  4.254
H  -3.330  2.065  3.577
H  -2.304  0.885  4.385
H  -4.330  -1.904  2.790
H  -2.628  -2.277  2.985
H  -3.365  -2.337  1.394

**Max |F|**: 0.0349 hartree/bohr
**Frontier orbital gap**: 6.55 eV
**Lowest unoccupied orbital energy**: -4.998 eV
**2S+1**: 1
**Total charge**: +2
**HOMO**: -11.5 eV

Here are the Löwdin charges for atoms 1 to 6, given in e:
1. La 1.7906
2. C -0.2013
3. C -0.1832
4. N -0.1332
5. C -0.1497
6. C -0.2741

The following is a DFT calculation (ωB97M-V/def2-TZVPD) of C5H7BrN2 in the gas phase at a distorted geometry.

Atoms and positions in Å:
C  0.641  -3.036  -0.481
C  0.712  -2.041  0.369
N  0.659  -1.144  1.203
N  0.799  0.177  1.159
C  0.099  0.894  0.360
C  0.156  2.455  0.569
C  -0.830  0.362  -0.700
Br  -2.643  0.355  0.000
H  -0.242  -3.390  -0.999
H  1.536  -3.523  -0.652
H  -0.783  3.032  0.208
H  1.138  2.886  0.040
H  0.373  2.807  1.516
H  -0.953  0.899  -1.645
H  -0.662  -0.733  -0.945

**Max |F|**: 0.0749 hartree/bohr
**Frontier orbital gap**: 9.21 eV
**SMILES**: C=C=N/N=C(/C)CBr
**Lowest unoccupied orbital energy**: 0.286 eV
**2S+1**: 1
**ΔE to the lowest compared entry with this formula, charge and spin**: 59.74 kcal/mol
**HOMO**: -8.9 eV

Here are the Löwdin charges for atoms 1 to 6, given in e:
1. C 0.0124
2. C -0.1658
3. N 0.0465
4. N 0.0507
5. C -0.4088
6. C -0.0512